# 1
The following is a DFT calculation (ωB97M-V with the def2-TZVPD basis set) of a 3-piece molecular cluster, CH10N3O2 overall in a non-equilibrium geometry.

The geometry in ORCA input format:
```
! wB97M-V def2-TZVPD RIJCOSX def2/J DEFGRID3
* xyz 1 1
N 0.467 0.727 -1.224
C 0.975 1.367 -0.170
N 0.995 0.791 1.026
N 1.361 2.643 -0.297
H -0.139 -0.045 -0.985
H 0.080 1.294 -1.947
H 0.777 -0.200 1.161
H 1.409 1.306 1.765
H 1.068 3.225 -1.052
H 1.713 3.144 0.486
H -0.300 -2.254 -0.472
H 0.774 -2.828 0.347
O 0.444 -1.968 0.039
H -2.831 -2.445 1.104
H -3.863 -2.465 0.051
O -2.929 -2.290 0.167
*
```

* ΔE to the lowest compared entry with this formula, charge and spin: 14.6 kcal/mol
* HOMO level: -0.5409 Eh
* Kohn-Sham gap: 0.4300 hartree



# 2
The following is a DFT calculation (ωB97M-V with the def2-TZVPD basis set) of one molecule with the formula CIN in a non-equilibrium geometry.

The geometry in ORCA input format:
```
! wB97M-V def2-TZVPD RIJCOSX def2/J DEFGRID3
* xyz 0 1
C 0.183 1.370 0.003
N -1.011 -1.068 -0.003
I 0.827 -0.302 0.000
*
```

* ΔE to the lowest compared entry with this formula, charge and spin: 233.7 kcal/mol
* HOMO level (spin up / spin down): -0.3419 / -0.3233 Eh
* Kohn-Sham gap (spin up / spin down): 0.2829 / 0.2572 hartree



# 3
The following is a DFT calculation (ωB97M-V with the def2-TZVPD basis set) of one molecule with the formula C4H8N2O in a non-equilibrium geometry.

The geometry in ORCA input format:
```
! wB97M-V def2-TZVPD RIJCOSX def2/J DEFGRID3
* xyz 0 1
H -1.202 2.208 0.245
N -0.295 1.918 -0.105
C 0.025 0.725 0.060
O -0.886 -0.482 0.501
C -2.229 -0.482 0.051
C 1.234 0.009 -0.163
C 1.026 -1.354 -0.063
N 2.441 0.651 0.145
H -2.735 0.423 0.401
H -2.737 -1.346 0.481
H -2.287 -0.522 -1.044
H 0.329 -1.906 -0.675
H 1.823 -1.973 0.335
H 3.177 0.499 -0.529
H 2.316 1.632 0.359
*
```

* ΔE to the lowest compared entry with this formula, charge and spin: 90.9 kcal/mol
* HOMO level: -0.2955 Eh
* SMILES: [H]/N=C(\OC)C(=C)N
* Kohn-Sham gap: 0.3173 hartree



# 4
The following is a DFT calculation (ωB97M-V with the def2-TZVPD basis set) of an isolated ion of composition C8H16N3O and charge +1 in a non-equilibrium geometry.

The geometry in ORCA input format:
```
! wB97M-V def2-TZVPD RIJCOSX def2/J DEFGRID3
* xyz 1 1
C 0.630 -2.710 -0.554
N 1.270 -1.962 0.500
N 2.053 -0.862 0.273
C 3.350 -0.973 -0.320
C 1.423 0.328 0.258
O 1.870 1.340 -0.315
C 0.107 0.235 1.022
C -1.119 0.758 0.745
C -2.257 0.471 1.656
C -1.421 1.623 -0.435
C -2.834 1.740 -0.995
N -0.565 2.412 -0.980
H 0.424 -1.886 -1.305
H 1.218 -3.442 -0.942
H -0.284 -3.103 0.046
H 1.860 -2.580 1.018
H 3.307 -1.611 -1.138
H 3.982 -0.068 -0.372
H 4.080 -1.589 0.240
H 0.120 -0.324 1.829
H -1.908 0.901 2.530
H -3.091 1.045 1.308
H -2.423 -0.608 1.633
H -3.270 0.830 -0.930
H -2.836 2.278 -1.941
H -3.291 2.503 -0.521
H 0.420 2.199 -0.598
H -0.814 3.054 -1.713
*
```

* ΔE to the lowest compared entry with this formula, charge and spin: 58.8 kcal/mol
* HOMO level: -0.4637 Eh
* SMILES: CNN(C)C(=O)/C=C(/C)C(C)=[NH2+]
* Kohn-Sham gap: 0.3000 hartree



# 5
The following is a DFT calculation (ωB97M-V with the def2-TZVPD basis set) of C44H50BrCrN8O4P2 as an isolated structure in a non-equilibrium geometry.

The geometry in ORCA input format:
```
! wB97M-V def2-TZVPD RIJCOSX def2/J DEFGRID3
* xyz 2 4
Cr 1.505 0.200 -0.542
N 2.438 0.708 1.281
N 3.199 1.861 1.140
C 2.805 2.791 0.256
N 3.303 4.016 0.429
N 1.909 2.354 -0.684
N 1.523 3.240 -1.647
O 0.705 2.851 -2.454
O 1.974 4.380 -1.707
H 1.759 0.796 2.054
H 3.014 -0.138 1.395
H 3.652 2.168 1.975
H 3.996 4.200 1.110
H 3.138 4.703 -0.315
C -0.495 -2.019 -6.058
C -1.359 -1.751 -4.832
N -0.873 -0.657 -3.998
C -1.397 0.683 -4.290
C -0.489 1.492 -5.211
C -0.020 -0.916 -3.021
C 0.495 -2.295 -2.838
N 0.394 0.026 -2.201
H -0.850 -2.947 -6.529
H 0.555 -2.113 -5.796
H -0.573 -1.200 -6.796
H -1.430 -2.663 -4.243
H -2.380 -1.514 -5.104
H -1.551 1.213 -3.350
H -2.363 0.525 -4.760
H 0.538 1.476 -4.871
H -0.764 2.546 -5.163
H -0.595 1.134 -6.237
H -0.178 -2.777 -2.119
H 1.463 -2.243 -2.385
H 0.557 -2.916 -3.744
H 0.029 0.929 -2.454
C -0.888 -0.091 2.398
P -0.778 0.280 0.624
C -1.751 -1.075 -0.104
C -1.592 -2.318 0.519
C -2.223 -3.462 0.051
C -3.052 -3.361 -1.046
C -3.189 -2.148 -1.717
C -2.524 -1.018 -1.245
C -1.608 1.870 0.405
C -2.938 2.045 -0.043
C -3.440 3.325 -0.213
C -2.624 4.433 0.061
C -1.311 4.280 0.466
C -0.806 2.994 0.656
P -0.560 1.183 3.672
C -1.938 2.381 3.659
C -1.672 3.725 3.924
C -2.741 4.605 4.077
C -4.056 4.166 3.945
C -4.306 2.819 3.681
C -3.247 1.936 3.557
C -1.164 0.217 5.110
C -1.224 0.932 6.306
C -1.851 0.403 7.426
C -2.423 -0.878 7.381
C -2.305 -1.636 6.217
C -1.689 -1.088 5.092
H -0.168 -0.867 2.628
H -1.885 -0.514 2.525
H -0.920 -2.415 1.375
H -2.106 -4.399 0.538
H -3.619 -4.225 -1.403
H -3.816 -2.065 -2.609
H -2.668 -0.093 -1.806
H -3.584 1.207 -0.207
H -4.442 3.487 -0.565
H -3.028 5.432 -0.064
H -0.702 5.143 0.653
H 0.251 2.914 0.915
H -0.660 4.097 4.109
H -2.558 5.653 4.337
H -4.879 4.863 4.141
H -5.316 2.421 3.652
H -3.466 0.887 3.413
H -0.809 1.918 6.364
H -1.920 1.010 8.324
H -2.926 -1.293 8.264
H -2.730 -2.633 6.121
H -1.636 -1.677 4.217
Br -0.128 -6.840 -0.018
C 1.501 -5.933 0.000
C 2.694 -6.596 0.126
C 3.850 -5.871 0.280
C 3.821 -4.499 0.333
C 2.611 -3.817 0.228
C 1.430 -4.538 0.057
C 2.598 -2.337 0.331
O 3.525 -1.775 0.895
O 1.553 -1.683 -0.151
H 2.757 -7.676 0.197
H 4.798 -6.377 0.349
H 4.721 -3.912 0.472
H 0.478 -4.005 -0.010
C 5.665 0.596 -3.325
C 5.804 0.129 -2.015
C 4.633 -0.082 -1.278
N 3.398 0.137 -1.742
C 3.278 0.544 -3.010
C 4.380 0.782 -3.814
H 6.520 0.839 -3.946
H 6.780 -0.080 -1.583
H 4.690 -0.455 -0.272
H 2.272 0.732 -3.379
H 4.225 1.204 -4.799
*
```

* HOMO level (spin up / spin down): -0.4644 / -0.4644 Eh
* Kohn-Sham gap (spin up / spin down): 0.2636 / 0.2645 hartree



# 6
The following is a DFT calculation (ωB97M-V with the def2-TZVPD basis set) of one molecule with the formula C3H6OSi in a non-equilibrium geometry.

The geometry in ORCA input format:
```
! wB97M-V def2-TZVPD RIJCOSX def2/J DEFGRID3
* xyz 0 1
C 1.270 -0.711 -1.156
C 0.611 -1.121 -0.003
C -0.310 -0.440 0.741
O -0.635 -0.920 2.102
Si -1.132 1.263 0.359
H 1.922 -1.352 -1.614
H 1.003 0.127 -1.693
H 1.063 -2.020 0.398
H -0.546 1.862 1.446
H -0.668 2.052 -0.909
H -2.579 1.261 0.327
*
```

* ΔE to the lowest compared entry with this formula, charge and spin: 73.4 kcal/mol
* HOMO level: -0.3584 Eh
* SMILES: C=CC(=O)[SiH3]
* Kohn-Sham gap: 0.3101 hartree



# 7
The following is a DFT calculation (ωB97M-V with the def2-TZVPD basis set) of C33H57N3O4PbSi as an isolated structure in a non-equilibrium geometry.

The geometry in ORCA input format:
```
! wB97M-V def2-TZVPD RIJCOSX def2/J DEFGRID3
* xyz 0 1
O 2.596 2.288 1.009
O 3.496 0.936 -0.718
C 2.262 3.685 1.422
C 0.852 3.849 1.920
H 2.482 4.374 0.585
H 2.974 3.898 2.227
H 0.080 3.397 1.277
H 0.626 4.924 1.957
H 0.685 3.500 2.943
C 2.548 1.332 2.102
C 3.862 1.276 2.807
H 2.221 0.392 1.662
H 1.747 1.703 2.731
H 4.680 0.941 2.154
H 3.769 0.563 3.634
H 4.124 2.243 3.243
C 4.075 -0.449 -0.900
C 4.426 2.000 -1.154
C 3.384 -1.507 -0.106
H 5.117 -0.322 -0.633
H 4.015 -0.600 -1.979
H 3.540 -1.388 0.980
H 3.841 -2.472 -0.377
H 2.306 -1.570 -0.322
C 5.505 2.180 -0.160
H 3.778 2.863 -1.276
H 4.749 1.591 -2.102
H 5.143 2.550 0.795
H 6.167 2.936 -0.571
H 6.115 1.284 -0.023
H 3.254 1.418 0.216
N -2.843 -0.615 1.435
C -3.892 -1.428 1.441
C -4.111 -2.456 0.510
C -3.236 -2.942 -0.466
C -4.953 -1.253 2.509
H -5.243 -0.193 2.590
H -4.601 -1.603 3.495
H -5.836 -1.839 2.234
C -3.552 -4.265 -1.117
H -2.689 -4.945 -1.049
H -3.817 -4.127 -2.177
H -4.402 -4.725 -0.603
N -2.150 -2.292 -0.867
C -2.458 0.160 2.544
C -2.799 1.532 2.623
C -3.807 2.133 1.703
C -2.207 2.327 3.612
H -2.439 3.387 3.651
C -1.332 1.755 4.547
H -0.876 2.386 5.313
C -1.083 0.396 4.517
H -0.437 -0.078 5.275
C -1.643 -0.417 3.550
C -1.416 -1.895 3.537
C -1.195 -2.799 -1.783
C -1.358 -2.539 -3.167
C -2.674 -2.055 -3.701
C -0.283 -2.772 -4.029
H -0.398 -2.568 -5.097
C 0.920 -3.250 -3.528
H 1.762 -3.410 -4.200
C 1.064 -3.547 -2.176
H 1.998 -3.951 -1.787
C 0.020 -3.330 -1.284
C 0.200 -3.610 0.180
Pb -1.519 0.044 -0.739
H -3.477 3.146 1.430
H -4.784 2.237 2.210
H -3.968 1.571 0.776
H -1.098 -2.238 2.545
H -2.323 -2.448 3.819
H -0.633 -2.150 4.263
H -2.492 -1.478 -4.620
H -3.267 -1.416 -3.017
H -3.314 -2.913 -3.972
H -0.713 -4.033 0.626
H 0.482 -2.706 0.753
H 1.012 -4.335 0.340
H -5.073 -2.968 0.583
C 0.339 0.859 -0.724
Si 0.766 1.570 -2.447
H 0.964 -0.046 -0.462
H 0.445 1.574 0.127
C 1.265 3.395 -2.428
C -0.862 1.436 -3.367
C 1.978 0.557 -3.514
H 1.631 0.584 -4.566
H 2.001 -0.504 -3.228
H 3.011 0.938 -3.518
H 0.345 4.003 -2.400
H 1.818 3.667 -3.345
H 1.876 3.675 -1.556
H -1.735 1.765 -2.782
H -1.034 0.405 -3.702
H -0.808 2.077 -4.251
O -5.465 -0.209 -1.243
N -4.386 0.001 -1.823
O -3.635 0.957 -1.346
*
```

* ΔE to the lowest compared entry with this formula, charge and spin: 75.1 kcal/mol
* HOMO level: -0.1774 Eh
* Kohn-Sham gap: 0.1669 hartree



# 8
The following is a DFT calculation (ωB97M-V with the def2-TZVPD basis set) of C6H3N5O5Rh as an isolated structure in a non-equilibrium geometry.

The geometry in ORCA input format:
```
! wB97M-V def2-TZVPD RIJCOSX def2/J DEFGRID3
* xyz 3 5
O -0.212 4.869 -0.087
C 0.064 3.769 -0.071
Rh 0.102 -0.567 -0.133
O -0.143 -0.105 -3.046
C -0.027 -0.456 -1.924
C 0.050 -2.613 0.279
O 0.004 -3.824 0.549
C -1.793 -0.276 0.278
O -2.980 0.108 0.440
C 2.003 -0.286 -0.021
O 3.144 0.018 -0.148
N -1.188 -1.209 4.871
N -0.690 -0.260 3.994
N 0.509 0.491 4.073
C 0.870 0.625 2.797
N 0.150 -0.168 1.971
N -0.887 -0.696 2.691
H -2.136 -1.386 4.596
H -1.101 -0.796 5.840
H 1.693 1.252 2.562
*
```

* HOMO level (spin up / spin down): -0.7569 / -0.8021 Eh
* Kohn-Sham gap (spin up / spin down): 0.2419 / 0.1535 hartree



Calculated total energy? In order: -358.65817 -390.15235 -341.85878 -553.59275 -6746.43748 -482.49337 -2238.89573 -989.33376 a.u..